DFT (ωB97M-V/def2-TZVPD) results for a molecular structure, C46H72BN10O6P2S5SeTi.

Geometry as XYZ:
```
144
Properties=species:S:1:pos:R:3:mulliken_charge:R:1
Ti 0.46 0.18 0.90 0.933
C 1.53 -6.12 -1.82 -2.449
C 1.15 -4.65 -1.83 1.772
C 0.86 -4.18 -3.26 -1.395
C -0.09 -4.47 -0.97 -1.139
N 2.27 -3.84 -1.32 0.692
C 3.54 -4.32 -1.10 -0.464
C 4.34 -3.26 -0.86 -1.692
N 3.59 -2.12 -0.95 0.239
B 4.27 -0.75 -0.91 0.093
N 3.73 0.31 -1.92 0.700
C 4.35 0.46 -3.14 -1.666
C 4.18 1.72 -3.58 -0.393
N 3.42 2.39 -2.64 1.118
C 3.12 1.48 -1.66 -0.680
S 2.07 1.79 -0.36 0.343
C 3.25 3.85 -2.55 1.412
C 3.86 4.50 -3.79 -2.257
C 1.77 4.23 -2.45 -1.168
C 3.99 4.33 -1.30 -1.584
N 4.35 -0.14 0.51 0.602
C 5.43 0.63 0.83 -1.357
C 5.48 0.75 2.17 -0.712
N 4.41 0.07 2.70 1.210
C 3.72 -0.44 1.66 -1.090
S 2.24 -1.34 1.71 -0.263
C 4.30 -0.09 4.16 1.190
C 4.43 1.31 4.78 -1.501
C 2.98 -0.71 4.60 -2.149
C 5.45 -1.01 4.60 -1.718
C 2.32 -2.49 -1.19 -1.173
S 1.02 -1.41 -1.24 1.075
H 0.68 -6.72 -2.15 0.447
H 1.79 -6.44 -0.81 0.478
H 2.36 -6.34 -2.49 0.541
H 0.12 -4.84 -3.72 0.529
H 1.76 -4.21 -3.87 0.386
H 0.47 -3.17 -3.25 0.036
H -0.90 -5.07 -1.38 0.582
H -0.42 -3.43 -0.93 -0.326
H 0.11 -4.80 0.05 0.418
H 3.79 -5.35 -1.11 0.646
H 5.39 -3.22 -0.66 0.705
H 5.40 -0.94 -1.23 -0.220
H 4.87 -0.36 -3.59 0.710
H 4.55 2.18 -4.47 0.643
H 3.36 4.16 -4.70 0.435
H 4.93 4.30 -3.87 0.506
H 3.73 5.58 -3.72 0.419
H 1.23 3.89 -3.33 0.155
H 1.68 5.31 -2.38 0.650
H 1.33 3.79 -1.56 0.059
H 5.03 4.02 -1.31 0.348
H 3.52 3.94 -0.40 0.288
H 3.96 5.42 -1.25 0.519
H 6.09 1.01 0.07 0.763
H 6.20 1.26 2.77 0.635
H 3.70 1.97 4.32 0.307
H 5.42 1.73 4.66 0.415
H 4.22 1.25 5.85 0.502
H 2.14 -0.14 4.22 0.356
H 2.94 -0.70 5.68 0.609
H 2.89 -1.74 4.26 0.448
H 6.42 -0.62 4.31 0.371
H 5.32 -2.00 4.16 0.340
H 5.43 -1.11 5.68 0.472
S -1.03 -0.10 2.73 -0.549
C -0.91 1.42 3.60 -0.089
C -2.10 1.82 4.20 -0.216
N -3.17 2.10 4.53 -0.724
C 0.26 2.14 3.59 1.226
S 1.57 1.69 2.56 -0.209
C 0.44 3.26 4.42 -0.253
N 0.62 4.17 5.10 -0.599
C -3.77 5.26 1.86 -1.547
C -3.20 4.77 0.53 1.032
C -2.72 5.91 -0.35 -1.427
O -2.08 3.92 0.82 -0.207
P -1.87 2.49 0.23 -0.258
O -0.63 1.98 0.87 0.820
C -1.73 2.44 -1.59 -0.095
P -1.66 0.61 -1.85 -0.460
O -1.08 0.00 -0.63 -0.887
O -0.93 0.31 -3.23 0.474
C 0.28 0.90 -3.76 2.055
C -0.10 1.94 -4.80 -1.912
C 1.10 -0.22 -4.38 -1.271
O -3.08 -0.01 -2.04 0.382
C -3.93 -0.14 -3.19 0.609
C -3.46 -1.29 -4.07 -1.360
C -4.03 1.16 -3.97 -1.266
O -3.23 1.69 0.30 0.344
C -3.99 1.01 1.34 2.407
C -4.07 -0.47 0.96 -0.885
C -5.38 1.64 1.41 -1.706
H -4.69 5.81 1.68 0.377
H -3.05 5.91 2.35 0.402
H -3.97 4.42 2.52 0.298
H -3.96 4.17 0.01 0.161
H -1.99 6.50 0.19 0.334
H -3.56 6.54 -0.62 0.419
H -2.26 5.52 -1.25 0.258
H -0.80 2.92 -1.90 -0.535
H -2.59 2.90 -2.08 0.846
H 0.84 1.36 -2.93 -0.759
H -0.64 1.45 -5.61 0.371
H 0.80 2.38 -5.22 0.460
H -0.73 2.72 -4.38 0.311
H 0.53 -0.69 -5.17 0.499
H 1.34 -0.95 -3.62 -0.116
H 2.03 0.18 -4.78 0.315
H -4.91 -0.39 -2.76 0.463
H -2.50 -1.05 -4.52 0.128
H -4.19 -1.47 -4.86 0.532
H -3.35 -2.19 -3.47 0.350
H -3.05 1.42 -4.37 0.233
H -4.38 1.97 -3.33 0.266
H -4.72 1.04 -4.80 0.542
H -3.48 1.13 2.29 -1.279
H -4.56 -0.58 0.00 0.164
H -4.63 -1.01 1.71 0.278
H -3.07 -0.89 0.87 0.029
H -5.83 1.66 0.42 0.339
H -5.33 2.64 1.81 0.277
H -6.01 1.04 2.06 0.440
C -2.07 -5.86 2.38 -1.109
N -2.70 -4.61 2.73 0.333
C -2.10 -3.40 2.72 0.111
Se -0.43 -3.00 2.08 -0.462
N -2.98 -2.49 3.20 0.700
C -4.17 -3.10 3.49 0.457
C -5.38 -2.62 3.96 -0.247
C -6.40 -3.55 4.12 -0.736
C -6.23 -4.89 3.81 -0.580
C -5.02 -5.38 3.34 -0.715
C -3.99 -4.46 3.18 -0.011
H -0.99 -5.69 2.35 0.331
H -2.42 -6.20 1.40 0.325
H -2.31 -6.61 3.13 0.401
H -2.72 -1.52 3.33 -0.169
H -5.52 -1.58 4.20 0.560
H -7.35 -3.22 4.51 0.410
H -7.05 -5.57 3.95 0.410
H -4.90 -6.42 3.09 0.461
```

Summary:
- total charge = +1
- ΔE to the lowest compared entry with this formula, charge and spin (kcal/mol) = 27.41
- LUMO (Eh) = -0.105

DFT (ωB97M-V/def2-TZVPD) results for 9 unconnected molecules or ions with the total composition C46H75Br16FN4O3S.

Geometry as XYZ:
```
146
Properties=species:S:1:pos:R:3:mulliken_charge:R:1
C -0.83 1.56 0.56 1.256
C -1.46 3.03 0.53 -0.985
C -0.65 4.22 1.20 1.692
C -1.45 5.57 0.76 -0.396
N -2.02 6.57 0.37 -0.654
C -0.67 4.27 2.83 -0.548
C -1.67 3.23 3.53 0.087
O -1.50 3.38 4.97 -0.467
C -0.88 2.22 5.57 0.069
C 0.74 2.23 5.51 -0.291
O 1.37 0.98 5.90 -0.377
C 1.91 0.27 4.79 0.012
C 1.03 0.07 3.48 0.840
C 1.52 -0.70 2.21 0.801
C 2.94 -1.38 2.20 0.176
C 3.34 -2.21 0.88 2.177
C 2.84 -1.29 -0.38 -1.506
C 4.97 -2.31 0.67 -1.110
C 2.58 -3.62 0.71 -1.177
C 2.55 -4.56 2.02 1.484
C 1.34 -4.18 3.06 0.190
C 3.95 -4.73 2.78 -0.198
C 2.16 -6.06 1.47 -1.145
C 3.82 -1.20 3.47 -0.300
C 3.33 -0.39 4.74 -1.445
C 0.87 4.46 0.67 1.001
C 1.28 5.86 1.41 -0.224
N 1.60 6.89 1.97 -0.697
C 1.01 4.82 -0.88 -1.439
C 0.71 3.66 -1.94 -0.324
S -0.69 4.07 -3.14 -0.047
C -1.65 2.46 -3.17 0.383
N -3.09 2.32 -3.27 -0.042
N -3.27 0.95 -3.21 -0.485
C -2.02 0.23 -3.07 -0.008
O -0.97 1.19 -3.06 -0.246
C 1.95 3.40 1.25 1.519
C 3.08 2.92 0.23 -1.171
F 2.68 4.01 2.37 -0.412
H 0.27 1.48 0.24 -0.511
H -1.42 0.93 -0.22 0.130
H -0.93 0.99 1.55 -0.693
H -1.62 3.31 -0.59 0.172
H -2.54 2.95 0.95 0.531
H -1.02 5.33 3.17 0.259
H 0.36 4.14 3.32 0.198
H -1.50 2.13 3.28 0.014
H -2.78 3.48 3.28 0.225
H -1.31 1.21 5.22 -0.047
H -1.14 2.27 6.70 0.338
H 1.17 2.58 4.51 0.050
H 1.08 3.03 6.29 0.327
H -0.02 0.55 3.53 -1.790
H 0.78 -0.74 1.32 0.094
H 3.29 -1.71 -1.37 0.438
H 3.13 -0.19 -0.24 0.202
H 1.69 -1.36 -0.53 0.299
H 5.53 -2.50 1.64 -0.107
H 5.12 -3.17 -0.09 0.370
H 5.27 -1.35 0.12 0.215
H 1.48 -3.37 0.46 -0.067
H 3.01 -4.20 -0.19 0.324
H 1.77 -3.36 3.76 -0.240
H 0.42 -3.74 2.53 -0.067
H 1.09 -5.07 3.74 -0.140
H 4.76 -4.78 1.97 -0.561
H 3.94 -5.78 3.28 0.434
H 4.17 -3.92 3.57 -0.066
H 1.13 -5.94 0.95 0.313
H 2.95 -6.50 0.77 0.131
H 1.97 -6.70 2.41 0.283
H 4.85 -1.71 3.47 0.110
H 4.01 -0.30 5.66 0.481
H 0.40 5.75 -1.21 0.553
H 2.11 5.15 -1.04 0.434
H 1.64 3.57 -2.63 0.475
H 0.54 2.61 -1.52 -0.079
H -1.85 -0.89 -2.97 0.336
H 1.47 2.46 1.73 -0.541
H 2.65 2.10 -0.44 0.050
H 3.61 3.77 -0.33 0.279
H 3.91 2.40 0.87 0.468
Br -6.96 6.19 -5.97 -0.150
C -6.23 4.56 -5.20 -0.513
C -5.05 4.06 -6.00 -0.363
Br -5.63 3.18 -7.64 -0.085
H -7.04 3.84 -5.14 0.418
H -5.92 4.83 -4.19 0.241
H -4.50 3.29 -5.45 0.115
H -4.36 4.85 -6.29 0.368
Br -2.20 -0.59 3.33 0.156
C -3.60 -1.23 2.14 -0.705
C -3.36 -2.66 1.73 -0.593
Br -1.95 -2.78 0.38 -0.150
H -3.64 -0.54 1.29 0.361
H -4.53 -1.15 2.71 0.421
H -4.24 -3.09 1.26 0.396
H -3.05 -3.30 2.57 0.361
Br -3.40 6.66 -2.88 -0.083
C -2.95 8.56 -2.83 -0.677
C -4.11 9.40 -3.30 -0.559
Br -4.29 9.35 -5.24 -0.144
H -2.06 8.69 -3.43 0.420
H -2.72 8.77 -1.79 0.337
H -3.95 10.45 -3.05 0.364
H -5.07 9.08 -2.88 0.340
Br -1.33 -4.62 6.75 -0.167
C -0.56 -6.25 7.49 -0.602
C 0.62 -6.72 6.68 -0.359
Br 0.04 -7.59 5.03 -0.152
H -1.37 -6.98 7.55 0.422
H -0.25 -5.98 8.50 0.333
H 1.18 -7.49 7.22 0.420
H 1.30 -5.91 6.40 0.066
Br 2.66 -0.65 9.50 -0.162
C 1.25 -1.28 8.32 -0.112
C 1.48 -2.71 7.91 0.210
Br 2.86 -2.85 6.54 -0.065
H 1.21 -0.59 7.47 -0.210
H 0.33 -1.19 8.90 0.451
H 0.58 -3.13 7.44 -0.500
H 1.78 -3.35 8.74 0.468
Br -4.37 2.97 -12.11 -0.133
C -3.94 1.52 -10.89 -0.433
C -4.92 0.38 -11.03 -0.349
Br -6.62 0.79 -10.16 -0.160
H -3.92 1.95 -9.88 0.236
H -2.93 1.20 -11.16 0.358
H -4.55 -0.51 -10.51 0.073
H -5.14 0.13 -12.06 0.364
Br -5.70 -3.11 -11.79 -0.117
C -3.90 -3.13 -12.55 -0.593
C -2.95 -3.93 -11.69 -0.564
Br -2.42 -2.92 -10.11 -0.140
H -3.60 -2.09 -12.68 0.328
H -4.01 -3.59 -13.53 0.368
H -2.02 -4.13 -12.23 0.347
H -3.38 -4.87 -11.34 0.376
Br 7.15 -4.35 1.27 -0.047
C 7.61 -6.23 1.00 -0.619
C 7.41 -6.63 -0.44 -0.595
Br 5.52 -6.89 -0.85 -0.129
H 7.01 -6.81 1.70 0.385
H 8.66 -6.31 1.27 0.358
H 7.88 -7.59 -0.64 0.384
H 7.79 -5.89 -1.15 0.366
```

Summary:
- SMILES = CC[C@@](C#N)(CCOCCOc1ccc(C(C)(C)CC(C)(C)C)cc1)[C@](C#N)(CCSc1nnco1)[C@@H](C)F.BrCCBr.BrCCBr.BrCCBr.BrCCBr.BrCCBr.BrCCBr.BrCCBr.BrCCBr
- LUMO (Eh) = -0.005

The records above give, respectively, HOMO level values of -9.17, -8.38 eV.